DFT (the ωB97M-V functional and the def2-TZVPD basis) results for a structure of composition C16H14BCl5N6Ti in a non-equilibrium geometry.

Calculated values
E_tot in eV: -112165.0588
<S²>: 2.010
LUMO energy (alpha / beta) in eV: 0.447 / 0.432
Largest force on an atom in eV Å⁻¹: 3.59
Orbital gap (alpha / beta) in eV: 6.340 / 8.984

```
! wB97M-V def2-TZVPD RIJCOSX def2/J DEFGRID3
* xyz 0 3
H -1.4212 -0.2824 -2.9418
N 0.2146 0.2405 -1.6703
B 2.4580 1.0232 -0.7853
N 1.4525 0.7963 -1.9333
C 1.5950 1.0099 -3.2490
Ti -0.0998 -0.3538 0.3163
H 2.5008 1.4792 -3.6140
C 0.4188 0.6120 -3.8886
H 0.2196 0.6466 -4.9439
C -0.4247 0.1347 -2.8736
H 3.4643 1.5427 -1.1898
C -0.5416 -1.3710 2.3994
H -1.5232 -1.8529 2.3204
H -0.6411 -0.2649 2.4720
H -0.0397 -1.7037 3.3168
N 2.7436 -0.3851 -0.1945
N 1.7884 1.8676 0.3227
N 1.7023 -1.1928 0.2488
N 0.6542 1.3990 0.9788
C 3.9022 -1.0191 0.0058
C 2.1660 3.0348 0.8629
H 4.8219 -0.5380 -0.2780
H 3.0239 3.5577 0.4612
C 3.6467 -2.2586 0.6003
C 1.2885 3.3596 1.8979
C 2.2638 -2.3423 0.7453
C 0.3606 2.3154 1.9500
H 4.3638 -3.0041 0.8784
H 1.3155 4.2420 2.5148
H 1.6487 -3.1095 1.1955
H -0.4840 2.1699 2.6075
H 0.1376 -1.7351 1.5751
Cl -2.9802 2.1524 1.2170
C -3.3497 0.6337 0.5358
C -2.3146 -0.2216 0.1378
C -2.6244 -1.4543 -0.4034
Cl -1.2409 -2.4920 -0.8236
C -3.9442 -1.9209 -0.5485
Cl -4.2605 -3.4881 -1.1435
C -4.9967 -1.0703 -0.1315
Cl -6.6094 -1.5965 -0.2645
C -4.6951 0.2119 0.3994
Cl -5.9605 1.2280 0.9171
*
```

DFT (the ωB97M-V functional and the def2-TZVPD basis) results for a structure of composition C44H38BaF4N10S2Te in a non-equilibrium geometry.

Calculated values
E_tot in eV: -101668.4104
LUMO energy in eV: -2.356
Largest force on an atom in eV Å⁻¹: 7.93
Orbital gap in eV: 3.016

```
! wB97M-V def2-TZVPD RIJCOSX def2/J DEFGRID3
* xyz 0 1
Ba -1.0202 0.1605 0.2864
C 0.2331 2.2492 -2.7405
C 0.5316 0.7677 -2.7576
C 1.7628 0.2518 -2.3046
C 2.8151 1.1485 -1.7063
C 2.0218 -1.1232 -2.4249
C 3.3670 -1.7003 -2.0527
C 1.0596 -1.9839 -2.9672
C 1.3698 -3.4601 -3.0514
C -0.1607 -1.4730 -3.4266
C -1.1464 -2.3957 -4.1022
C -0.4400 -0.1058 -3.2804
C -1.8084 0.4401 -3.5753
H -0.0162 2.5859 -3.7497
H 1.0761 2.8552 -2.4149
H -0.6246 2.5095 -2.1174
H 3.5670 1.4442 -2.4444
H 3.3521 0.6542 -0.8945
H 2.4099 2.0637 -1.3001
H 3.7280 -2.3645 -2.8393
H 3.3285 -2.3025 -1.1396
H 4.1229 -0.9326 -1.9148
H 1.9415 -3.7958 -2.1854
H 1.9699 -3.7006 -3.9348
H 0.4731 -4.0744 -3.1039
H -1.7137 -1.8792 -4.8728
H -1.8726 -2.8273 -3.4043
H -0.6432 -3.2252 -4.5942
H -1.7931 1.4696 -3.9177
H -2.3807 0.4075 -2.6540
H -2.3591 -0.1496 -4.3036
N 0.0853 2.7374 2.9766
C -0.0071 1.4640 2.5203
S 1.4145 0.9778 1.4311
N -0.9750 0.6745 2.9111
N -0.9517 -0.6518 2.4086
C -2.1150 -1.4585 2.4634
C -2.0682 -2.6886 1.5512
C -2.6997 -3.8830 1.8725
C -2.5438 -4.9501 0.9980
C -1.7943 -4.8036 -0.1653
C -1.2469 -3.5613 -0.4484
N -1.3913 -2.5531 0.4000
H 0.5650 3.4169 2.3976
H -0.7634 3.0984 3.3960
H -2.6994 -1.5152 3.3743
H -3.2900 -3.9755 2.7735
H -3.0044 -5.9023 1.2288
H -1.6382 -5.6334 -0.8412
H -0.6680 -3.3713 -1.3443
C 3.3779 -1.6664 1.5971
Te 1.2283 -1.4295 1.6067
C 1.4987 -1.9711 3.6696
C 2.9112 -1.6645 4.0252
C 3.2971 -1.5164 5.3535
C 4.6104 -1.1886 5.6562
C 5.5324 -0.9931 4.6374
C 5.1498 -1.1343 3.3126
C 3.8396 -1.4828 3.0005
H 3.8675 -1.0137 0.8773
H 3.4992 -2.7018 1.2610
H 1.2629 -3.0401 3.6979
H 0.7607 -1.4276 4.2532
H 2.5741 -1.6467 6.1494
H 4.9108 -1.0700 6.6890
H 6.5516 -0.7189 4.8758
H 5.8680 -0.9687 2.5188
C -6.3451 -4.4643 0.0659
C -5.4537 -3.3419 -0.3614
C -5.0618 -3.1768 -1.6872
C -4.2285 -2.1150 -1.9671
N -3.7989 -1.2495 -1.0439
C -4.2459 -1.4886 0.1974
S -3.7515 -0.3828 1.5034
N -5.0368 -2.4909 0.5739
H -7.3687 -4.2752 -0.2648
H -6.3493 -4.5492 1.1498
H -6.0275 -5.4078 -0.3804
H -5.3925 -3.8461 -2.4694
H -3.8946 -1.9254 -2.9816
F 0.3615 3.0978 0.0829
C 0.3279 4.4760 0.0616
C 1.5045 5.0783 -0.3150
F 2.5237 4.2402 -0.6101
C 1.6807 6.4707 -0.3577
C 0.5011 7.1500 0.0318
C -0.6732 6.5235 0.3914
F -1.7217 7.2957 0.7002
C -0.8320 5.1341 0.4313
C -2.0745 4.4477 0.7839
C -2.3322 3.2436 0.1686
N -2.4304 2.2447 -0.4314
C -2.9797 4.8935 1.7737
N -3.7153 5.2595 2.5905
F 0.4910 8.4877 0.0353
C 2.8983 7.1028 -0.7422
C 4.0077 6.3575 -1.1981
N 4.9296 5.7660 -1.5787
C 3.0883 8.5028 -0.6939
N 3.3002 9.6401 -0.6545
*
```

DFT (the ωB97M-V functional and the def2-TZVPD basis) results for an isolated molecule of C11H15NS in a non-equilibrium geometry.

Calculated values
E_tot in eV: -23974.0714
LUMO energy in eV: 0.766
Largest force on an atom in eV Å⁻¹: 5.16
Orbital gap in eV: 7.940

```
! wB97M-V def2-TZVPD RIJCOSX def2/J DEFGRID3
* xyz 0 1
C 1.2048 1.4189 -1.5382
C 1.2995 -0.0146 -0.9069
N 0.1803 -0.3403 -0.0865
C -1.1098 -0.3256 -0.5001
C -1.5724 -0.1341 -1.8383
C -2.8552 -0.4122 -2.1558
C -3.7887 -0.6745 -1.2093
C -3.3822 -0.7218 0.1103
C -2.0852 -0.5867 0.5104
S -1.3493 -1.1793 2.0196
C 0.3119 -0.3924 1.5105
C 0.3965 1.0707 1.9583
C 1.3283 -1.4303 1.9641
H 2.2943 1.8052 -1.8004
H 0.6461 1.4619 -2.4056
H 0.9411 2.0799 -0.8015
H 1.2960 -0.7797 -1.6754
H 2.2847 -0.1353 -0.4376
H -0.8277 -0.0697 -2.6809
H -3.0396 -0.2076 -3.2434
H -4.8317 -1.0211 -1.3540
H -4.0832 -1.0370 0.8185
H -0.1918 1.7029 1.1518
H 1.4587 1.4752 1.8956
H -0.0277 1.1314 2.9042
H 1.2698 -1.2159 3.0687
H 2.3195 -1.0468 1.6564
H 1.0368 -2.3696 1.6163
*
```

DFT (the ωB97M-V functional and the def2-TZVPD basis) results for a structure of composition C24H48N3O6PS4 in a non-equilibrium geometry.

Calculated values
E_tot in eV: -95044.3790
LUMO energy in eV: -0.487
Largest force on an atom in eV Å⁻¹: 4.29
Orbital gap in eV: 7.341

```
! wB97M-V def2-TZVPD RIJCOSX def2/J DEFGRID3
* xyz 0 1
O 2.5181 1.6510 -0.7685
S 3.8751 2.2627 -0.7094
O 4.7479 1.2466 -0.0753
C 3.6967 3.7660 0.3116
C 2.5266 4.7281 -0.1519
C 2.8013 5.4575 -1.5219
S 1.2350 6.2944 -2.1075
C 0.8046 5.6627 -3.7724
S 0.5460 6.7358 -4.9835
N 0.6904 4.2287 -3.9062
C 1.6736 3.2136 -3.9871
C 1.0464 1.9204 -4.0698
N -0.3755 2.1394 -4.0794
C -0.5083 3.4811 -3.9917
N 4.3162 2.5510 -2.2928
S 5.8861 3.1158 -2.4089
O 6.3392 3.9540 -1.2789
O 6.8479 2.0322 -2.6507
C 5.8701 4.2522 -3.8815
O 6.0669 3.4907 -5.0835
O 5.7126 4.2643 -6.1759
H 3.4047 3.4133 1.3474
H 4.6357 4.3608 0.4417
H 1.5220 4.2295 -0.1852
H 2.4597 5.5319 0.6400
H 3.1484 4.7710 -2.3343
H 3.5894 6.2571 -1.3988
H 2.7330 3.5442 -3.9759
H 1.5687 0.9431 -4.1139
H -1.5507 3.8671 -3.9986
H 4.8277 4.6909 -3.9635
H 6.5912 5.1034 -3.7600
H 6.5414 4.3133 -6.6939
C -5.2661 -1.3737 -0.8754
C -4.4283 -0.5394 0.0860
C -2.9443 -0.5026 -0.2781
C -2.1470 -1.7740 0.0413
P -1.6020 -2.0401 1.7236
C -0.8023 -0.5158 2.2711
C 0.2649 0.1520 1.4008
C 1.6572 -0.4747 1.3614
C 2.2653 -0.7871 2.7229
C -0.3185 -3.2791 1.7721
C -0.5378 -4.7181 1.2982
C -1.2576 -5.6759 2.2477
C -0.8379 -5.5798 3.7090
C -2.8934 -2.2295 2.9492
C -3.8168 -3.4423 3.1002
C -4.5373 -3.9461 1.8462
C -6.0107 -3.5514 1.8073
H -4.9138 -2.4062 -0.9354
H -6.3070 -1.3928 -0.5478
H -5.2405 -0.9476 -1.8804
H -4.5697 -0.9006 1.1067
H -4.8148 0.4838 0.0708
H -2.4876 0.3492 0.2318
H -2.8560 -0.2976 -1.3484
H -1.2249 -1.7194 -0.5508
H -2.6632 -2.6564 -0.3436
H -0.4236 -0.6758 3.2852
H -1.6160 0.2097 2.3892
H 0.3836 1.1764 1.7680
H -0.0989 0.2422 0.3731
H 2.3197 0.2217 0.8430
H 1.6545 -1.3762 0.7426
H 2.3760 0.1235 3.3184
H 3.2555 -1.2268 2.5957
H 1.6641 -1.5009 3.2935
H 0.1568 -3.2675 2.7556
H 0.4434 -2.8978 1.0878
H 0.4522 -5.1450 1.1076
H -1.0547 -4.7143 0.3337
H -1.0823 -6.6988 1.9030
H -2.3341 -5.5300 2.1565
H 0.2150 -5.8432 3.8320
H -1.4333 -6.2669 4.3133
H -0.9916 -4.5789 4.1198
H -3.5186 -1.3342 2.8989
H -2.3739 -2.1374 3.9120
H -4.5547 -3.2019 3.8745
H -3.2437 -4.2601 3.5366
H -4.5006 -5.0392 1.8315
H -4.0339 -3.6145 0.9381
H -6.5591 -4.0398 2.6128
H -6.4601 -3.8616 0.8614
H -6.1396 -2.4720 1.9100
*
```

E_tot of number 1 (C16H14BCl5N6Ti)?
-112165.0588 eV